Record 1
Density functional theory data (the ωB97M-V functional and the def2-TZVPD basis) for 3 unconnected molecules or ions with the total composition C3H13NO2 at a distorted geometry.

- SMILES = CC(C)N.O.O
- E_LUMO (Eh) = 0.02593
- total charge = 0
- energy (eV) = -8906.188

Atoms and positions in Å:
C  -2.032  1.489  -0.977
C  -0.897  0.524  -0.772
C  -1.356  -0.974  -0.979
N  0.308  1.085  -1.411
H  -2.777  1.273  -0.220
H  -1.587  2.541  -0.877
H  -2.292  1.369  -2.085
H  -0.663  0.629  0.361
H  -0.599  -1.641  -0.532
H  -2.296  -1.196  -0.575
H  -1.266  -1.331  -2.017
H  0.394  2.126  -1.500
H  0.558  0.618  -2.340
H  0.660  -1.812  3.420
H  1.562  -0.908  2.771
O  1.420  -1.299  3.640
H  2.619  -0.967  -0.474
H  1.514  0.000  -0.447
O  2.046  -0.518  0.205

***

Record 2
Density functional theory data (the ωB97M-V functional and the def2-TZVPD basis) for a single C4H5FN2 molecule at a distorted geometry.

- E_LUMO (Eh) = 0.01701
- total charge = 0
- energy (eV) = -9922.768

Atoms and positions in Å:
C  0.105  -0.360  1.353
C  -0.519  -1.099  0.259
C  0.620  -0.118  -0.078
C  0.252  1.121  -0.648
N  -0.502  1.025  -2.992
N  -0.171  1.138  -1.876
F  0.030  2.137  0.147
H  -0.417  0.544  1.883
H  0.747  -0.817  2.126
H  -0.265  -2.228  0.272
H  -1.539  -0.768  -0.120
H  1.658  -0.575  -0.325

***

HOMO level? In order: -9.57, -8.06 eV.
Energy relative to the best compared isomer or geometry (same formula, charge and spin)? In order: 119.4, 389.5 kJ/mol.
Gap between HOMO and LUMO? In order: 10.276, 8.518 eV.